1.
Molecular formula: C14H45ClI2N4O11P
Method: DFT, wB97M-V/def2-TZVPD

```
78
Properties=species:S:1:pos:R:3
N 0.966 0.364 1.546
C 0.222 1.192 0.954
C -0.478 0.926 -0.359
C -0.847 2.171 -1.129
Cl -1.928 3.244 -0.145
N -1.665 1.801 -2.306
C -1.566 2.719 -3.338
N -2.609 3.141 -3.957
I -4.556 2.647 -3.559
N -0.310 3.251 -3.685
C 0.270 3.845 -2.454
P -0.660 5.476 -2.085
O 0.093 6.381 -3.211
I 0.565 6.027 -0.074
O 0.327 2.855 -1.436
H 1.037 -0.504 1.007
H 0.067 2.168 1.417
H 0.222 0.367 -0.991
H -1.361 0.299 -0.206
H -1.494 0.843 -2.602
H -2.430 3.810 -4.702
H 0.276 2.435 -3.878
H 1.299 4.114 -2.688
H 1.019 6.598 -3.040
C 3.988 -0.624 0.051
O 3.123 -1.195 -0.937
H 3.843 -1.189 0.969
H 5.036 -0.691 -0.245
H 3.737 0.422 0.244
H 3.265 -0.722 -1.761
C 3.148 -3.360 2.894
O 2.331 -3.859 1.825
H 2.929 -3.946 3.783
H 4.207 -3.451 2.644
H 2.917 -2.311 3.101
H 2.533 -3.342 1.038
C 2.303 2.415 4.675
O 3.082 1.690 3.742
H 2.885 3.287 4.969
H 1.357 2.759 4.242
H 2.083 1.830 5.573
H 2.567 0.931 3.446
C -2.139 -1.047 2.667
O -1.993 -1.349 1.280
H -2.756 -0.152 2.731
H -2.642 -1.855 3.201
H -1.175 -0.845 3.138
H -1.461 -2.148 1.208
C -8.220 3.963 -4.137
O -7.408 3.358 -3.123
H -7.706 3.822 -5.085
H -9.197 3.489 -4.205
H -8.337 5.033 -3.953
H -7.850 3.460 -2.275
C -10.866 3.747 -7.119
O -10.570 2.762 -6.136
H -10.410 4.676 -6.783
H -10.448 3.487 -8.095
H -11.941 3.907 -7.223
H -10.967 1.931 -6.411
C 2.981 -5.849 6.232
O 2.767 -4.442 6.244
H 3.949 -6.016 5.763
H 3.009 -6.265 7.241
H 2.218 -6.373 5.651
H 1.916 -4.273 6.658
C 4.100 -5.539 -0.759
O 4.606 -5.917 0.512
H 4.710 -6.034 -1.512
H 3.059 -5.854 -0.878
H 4.164 -4.456 -0.907
H 4.053 -5.487 1.175
C 7.314 -4.315 2.374
O 6.574 -3.156 2.748
H 7.578 -4.196 1.326
H 8.232 -4.412 2.960
H 6.724 -5.228 2.477
H 6.340 -3.242 3.677
```

Properties
charge = +1
E_HOMO = -11.363 eV

2.
Molecular formula: C14H45N3O8
Method: DFT, wB97M-V/def2-TZVPD

```
70
Properties=species:S:1:pos:R:3
C -2.544 1.780 -3.399
O -1.194 1.223 -3.555
C -0.630 0.888 -2.336
C 0.895 0.648 -2.406
C 1.223 -0.701 -3.056
N 1.465 0.635 -1.114
H -3.317 1.210 -2.883
H -2.968 2.069 -4.360
H -2.422 2.723 -2.865
H -0.665 1.738 -1.655
H -1.071 -0.011 -1.905
H 1.401 1.474 -2.906
H 0.918 -0.667 -4.101
H 0.580 -1.496 -2.680
H 2.213 -1.146 -2.954
H 1.258 1.448 -0.552
H 2.473 0.569 -1.092
C -2.080 -4.649 2.817
O -1.767 -5.526 1.814
C -0.514 -5.215 1.209
C -0.559 -5.222 -0.392
C -1.458 -4.119 -0.960
N -1.070 -6.447 -0.832
H -1.207 -4.268 3.348
H -2.872 -4.862 3.534
H -2.399 -3.695 2.399
H -0.024 -4.285 1.498
H 0.192 -5.982 1.524
H 0.473 -5.102 -0.723
H -2.394 -4.080 -0.402
H -1.641 -4.385 -2.001
H -0.938 -3.162 -0.981
H -1.846 -6.544 -0.194
H -0.374 -7.153 -0.639
C 3.096 6.143 -2.503
O 1.991 5.809 -1.617
C 2.206 4.631 -0.816
C 0.947 4.226 -0.116
N 1.112 3.134 0.763
C -0.138 2.735 1.432
C 0.132 1.766 2.596
O 0.744 2.413 3.700
C 0.379 1.907 5.008
H 4.063 6.051 -2.010
H 2.954 7.173 -2.831
H 3.068 5.474 -3.363
H 2.975 4.796 -0.062
H 2.456 3.859 -1.544
H 0.275 4.080 -0.961
H 0.685 5.153 0.392
H 1.813 3.316 1.467
H -0.703 2.241 0.642
H -0.809 3.550 1.701
H 0.650 0.888 2.207
H -0.873 1.517 2.936
H 1.122 2.296 5.704
H 0.257 0.828 5.111
H -0.509 2.449 5.332
O -0.343 -0.928 0.438
H -1.224 -0.606 0.248
H 0.239 -0.313 -0.010
O 1.805 -2.638 0.513
H 1.265 -1.895 0.245
H 2.522 -2.655 -0.121
O -2.933 0.173 0.242
H -3.565 0.892 0.223
H -3.471 -0.617 0.298
O 0.163 -1.771 2.898
H -0.266 -1.368 2.142
H 0.778 -2.399 2.518
```

Properties
charge = 0
E_HOMO = -8.654 eV
relative energy (zero: lowest compared OMol25 entry of this formula, charge and spin) = 101.2 kJ/mol

3.
Molecular formula: C14H45N4O6
Method: DFT, wB97M-V/def2-TZVPD

```
69
Properties=species:S:1:pos:R:3
N 1.114 -4.831 -24.823
H 2.115 -4.949 -24.882
H 0.984 -4.662 -23.836
H 0.601 -5.620 -25.191
H 0.851 -4.023 -25.368
C -0.922 -5.915 -22.347
C 0.145 -4.994 -21.693
C 0.295 -4.982 -20.204
O 0.280 -6.244 -19.525
C 1.511 -6.861 -19.328
N 1.441 -5.254 -22.242
H -0.918 -5.827 -23.433
H -1.917 -5.685 -21.965
H -0.794 -6.949 -22.025
H 0.022 -3.965 -22.032
H -0.431 -4.252 -19.847
H 1.176 -4.386 -19.966
H 2.382 -6.211 -19.403
H 1.640 -7.636 -20.083
H 1.551 -7.311 -18.336
H 2.113 -4.864 -21.596
H 1.425 -6.246 -22.053
C 2.243 -1.810 -27.271
C 0.906 -1.852 -27.990
C -0.289 -1.607 -26.957
O -0.266 -2.591 -25.848
C -0.766 -1.981 -24.654
N 1.012 -0.877 -29.123
H 2.969 -2.514 -27.676
H 2.140 -2.040 -26.210
H 2.665 -0.805 -27.279
H 0.683 -2.880 -28.275
H -1.308 -1.485 -27.326
H -0.074 -0.654 -26.473
H 0.159 -1.614 -24.211
H -1.182 -2.723 -23.972
H -1.498 -1.176 -24.711
H 1.942 -0.895 -29.517
H 0.968 0.067 -28.767
C 5.118 -2.386 -24.032
C 4.223 -2.683 -22.804
C 5.009 -3.188 -21.578
O 4.090 -3.693 -20.607
C 4.563 -3.856 -19.255
N 3.484 -1.460 -22.495
H 4.486 -2.401 -24.921
H 5.820 -3.202 -24.199
H 5.636 -1.430 -23.953
H 3.594 -3.516 -23.118
H 5.546 -2.277 -21.314
H 5.724 -3.945 -21.899
H 5.651 -3.890 -19.194
H 4.323 -4.842 -18.858
H 4.138 -3.119 -18.574
H 2.880 -1.638 -21.705
H 4.173 -0.775 -22.218
O 0.195 -7.331 -25.370
H -0.420 -7.149 -26.081
H 0.810 -7.964 -25.741
C 4.196 -5.310 -26.050
C 3.643 -6.014 -27.263
O 2.375 -5.441 -27.637
O 3.510 -5.675 -24.884
H 4.170 -4.255 -26.321
H 5.190 -5.756 -26.044
H 3.513 -7.089 -27.139
H 4.312 -5.762 -28.086
H 2.197 -5.413 -28.580
H 4.123 -6.074 -24.262
```

Properties
charge = +2
2S+1 = 2
E_HOMO (spin up / spin down) = -13.447 / -13.444 eV
<S²> = 0.76

4.
Molecular formula: C14H46BInO14
Method: DFT, wB97M-V/def2-TZVPD

```
76
Properties=species:S:1:pos:R:3
In 21.919 15.187 19.078
B 24.302 16.420 17.001
H 24.900 15.687 16.483
H 23.317 15.991 17.103
H 24.771 16.539 17.966
H 24.268 17.345 16.447
C 28.120 16.934 17.899
C 27.851 17.312 16.378
O 26.858 18.234 16.478
O 27.028 16.377 18.646
H 28.496 17.810 18.426
H 28.987 16.286 18.028
H 27.463 16.462 15.818
H 28.699 17.746 15.848
H 25.995 17.825 16.579
H 26.160 16.548 18.273
C 20.684 13.883 15.340
C 21.005 12.678 16.260
O 20.460 12.894 17.574
O 21.340 14.918 16.007
H 19.604 14.019 15.295
H 21.086 13.878 14.326
H 22.088 12.567 16.296
H 20.696 11.760 15.760
H 19.738 12.262 17.612
H 21.953 15.319 15.386
C 25.047 15.090 21.563
C 23.850 14.414 22.311
O 22.627 15.092 21.978
O 24.979 15.115 20.146
H 25.935 14.483 21.737
H 25.179 16.056 22.050
H 23.992 14.413 23.392
H 23.837 13.396 21.921
H 22.297 15.557 22.751
H 25.751 15.532 19.757
C 21.662 18.115 14.651
C 22.566 19.407 14.643
O 22.947 19.860 15.880
O 22.439 16.978 14.808
H 21.221 18.013 13.659
H 20.828 18.150 15.351
H 21.988 20.087 14.017
H 23.507 19.151 14.156
H 23.682 20.476 15.848
H 23.085 17.206 15.481
C 22.891 18.813 19.874
C 21.662 18.888 18.907
O 21.717 18.016 17.760
O 23.146 17.517 20.308
H 22.536 19.461 20.675
H 23.832 19.143 19.434
H 21.680 19.916 18.544
H 20.682 18.768 19.367
H 22.331 18.489 17.194
H 23.877 17.498 20.930
C 23.438 11.565 19.135
C 24.581 12.336 18.403
O 24.073 13.480 17.659
O 22.543 12.401 19.739
H 23.866 10.719 19.674
H 22.771 11.127 18.393
H 25.272 11.767 17.781
H 25.299 12.713 19.132
H 24.827 13.725 17.117
H 22.061 11.905 20.405
C 25.655 13.820 14.587
C 26.034 14.840 13.479
O 25.420 16.110 13.635
O 26.408 14.103 15.779
H 25.765 12.767 14.326
H 24.620 13.913 14.914
H 25.740 14.442 12.508
H 27.124 14.833 13.501
H 25.676 16.364 14.525
H 25.943 14.809 16.233
```

Properties
charge = +2
E_HOMO = -14.661 eV
relative energy (zero: lowest compared OMol25 entry of this formula, charge and spin) = 286.5 kJ/mol

5.
Molecular formula: C14H46N7O12
Method: DFT, wB97M-V/def2-TZVPD

```
79
Properties=species:S:1:pos:R:3
N 0.526 -0.074 0.354
O 0.813 1.019 0.857
O 1.485 -0.781 -0.045
O -0.593 -0.273 -0.139
C 0.731 -3.852 -2.043
C -0.600 -3.169 -2.509
O -0.562 -1.717 -2.433
H 0.862 -3.700 -0.969
H 1.619 -3.522 -2.438
H 0.832 -4.951 -2.139
H -1.424 -3.502 -1.846
H -0.874 -3.488 -3.507
H -0.371 -1.455 -1.493
C 4.109 3.008 3.452
C 2.984 2.176 2.831
O 2.254 2.872 1.861
H 3.645 3.972 3.673
H 4.907 3.203 2.711
H 4.416 2.568 4.351
H 2.270 1.899 3.579
H 3.436 1.331 2.365
H 1.579 2.275 1.521
C 2.092 -1.462 3.012
C 2.848 -1.683 4.360
O 3.078 -0.436 5.036
H 2.795 -0.916 2.366
H 1.191 -0.839 3.096
H 1.847 -2.366 2.499
H 3.731 -2.275 4.232
H 2.211 -2.311 4.983
H 3.756 -0.141 4.447
C -0.943 2.922 -2.399
C 0.126 1.839 -2.470
O 0.831 1.863 -3.712
H -1.391 2.799 -1.452
H -1.663 2.753 -3.199
H -0.503 3.865 -2.478
H -0.200 0.789 -2.454
H 0.840 1.858 -1.617
H 1.508 1.128 -3.657
C -0.966 -3.087 1.305
C -2.515 -3.069 1.060
O -2.949 -1.795 0.683
H -0.624 -4.032 1.639
H -0.638 -2.309 1.992
H -0.475 -2.960 0.338
H -3.131 -3.481 1.848
H -2.632 -3.663 0.172
H -2.223 -1.341 0.189
C -3.547 0.705 -3.347
O -4.654 1.437 -3.079
N -2.874 0.113 -2.333
N -3.221 0.410 -4.504
H -3.208 0.478 -1.414
H -1.985 -0.416 -2.389
H -3.802 0.851 -5.297
H -2.359 -0.226 -4.696
C 3.118 -0.479 -3.397
O 4.448 -0.535 -3.011
N 2.725 -0.013 -4.520
N 2.228 -1.004 -2.661
H 3.439 0.450 -5.062
H 1.771 -0.037 -4.991
H 2.390 -1.131 -1.675
H 1.326 -1.313 -3.039
C -3.380 2.101 0.768
O -3.865 1.039 -0.062
N -2.169 2.448 0.855
N -4.231 2.935 1.358
H -1.507 1.807 0.350
H -1.838 3.281 1.399
H -5.251 2.706 1.209
H -4.026 3.775 1.922
C -1.600 0.615 3.340
O -0.305 1.125 3.692
H -2.191 1.543 3.263
H -1.974 0.039 4.157
H -1.534 0.111 2.323
H 0.000 1.700 3.013
```

Properties
charge = -1
E_HOMO = -5.855 eV

6.
Molecular formula: C14H47N3O8
Method: DFT, wB97M-V/def2-TZVPD

```
72
Properties=species:S:1:pos:R:3
C -0.574 4.806 -6.345
O -1.160 3.580 -6.042
C -1.620 2.910 -7.250
C -2.102 1.505 -7.011
C -0.983 0.456 -6.875
N -2.947 1.021 -8.117
H -0.245 5.115 -5.353
H -1.204 5.426 -6.982
H 0.322 4.486 -6.876
H -2.413 3.520 -7.684
H -0.773 2.869 -7.935
H -2.741 1.504 -6.128
H -0.364 0.529 -7.769
H -1.298 -0.584 -6.792
H -0.362 0.735 -6.024
H -3.000 0.017 -8.029
H -3.908 1.254 -7.914
C 4.195 -5.309 0.628
O 4.901 -6.520 0.800
C 5.488 -7.110 -0.386
C 6.324 -8.357 -0.129
C 7.530 -8.115 0.760
N 6.547 -9.186 -1.252
H 3.745 -5.164 -0.354
H 4.891 -4.476 0.527
H 3.606 -5.148 1.530
H 4.743 -7.226 -1.174
H 6.253 -6.361 -0.592
H 5.597 -8.910 0.466
H 8.160 -8.974 0.992
H 7.237 -7.532 1.634
H 8.250 -7.529 0.188
H 7.218 -9.910 -1.038
H 6.956 -8.581 -1.949
C 0.543 4.139 2.635
O 1.316 4.767 3.670
C 0.666 5.530 4.606
C 1.639 5.802 5.799
C 2.082 4.604 6.726
N 1.157 6.813 6.657
H -0.444 3.752 2.888
H 1.086 3.251 2.311
H 0.324 4.722 1.741
H 0.503 6.447 4.039
H -0.250 5.144 5.052
H 2.492 6.206 5.253
H 1.230 4.120 7.202
H 2.742 4.947 7.522
H 2.546 3.865 6.073
H 0.335 7.280 6.300
H 0.848 6.435 7.541
C -6.886 0.099 4.012
O -6.085 0.563 5.126
H -6.663 0.752 3.168
H -6.859 -0.969 3.795
H -7.922 0.295 4.286
H -5.285 0.034 5.172
C -2.669 -1.045 -0.301
O -3.783 -0.705 -1.128
H -1.734 -0.490 -0.376
H -3.026 -0.798 0.699
H -2.420 -2.105 -0.362
H -3.751 0.254 -1.157
O -3.686 3.518 -2.215
H -3.330 3.590 -3.101
H -4.327 4.227 -2.156
O -8.097 -2.449 -0.307
H -8.291 -2.869 -1.145
H -7.231 -2.060 -0.429
O -1.394 -0.721 6.310
H -0.826 -0.700 5.540
H -0.817 -0.986 7.027
```

Properties
charge = 0
E_HOMO = -9.033 eV
relative energy (zero: lowest compared OMol25 entry of this formula, charge and spin) = 386.7 kJ/mol

no.,energy (eV)
1,-81732.587
2,-36094.742
3,-33472.457
4,-49750.840
5,-50260.514
6,-36125.402